{"formula": "C3H3HgO", "method": "ωB97M-V/def2-TZVPD", "species": ["C", "C", "C", "H", "H", "H", "O", "Hg"], "coordinates": [[-0.26, -0.60, -0.19], [1.12, -0.28, 0.47], [-0.22, 0.18, 0.89], [1.83, 0.44, 0.04], [1.63, -1.11, 0.98], [-0.76, 0.49, 1.79], [-2.10, 1.22, -2.04], [-1.24, -0.35, -1.95]], "orbital_gap_ev": 6.8, "charge": -1, "total_energy_ev": -9375.887}

{"formula": "C2H2I2NO", "method": "ωB97M-V/def2-TZVPD", "species": ["C", "C", "N", "O", "I", "I", "H", "H"], "coordinates": [[-0.44, 0.03, -0.25], [0.23, -1.20, 0.03], [-0.30, -0.25, 1.02], [-0.42, -0.03, 2.27], [4.63, 0.15, 0.20], [-0.70, -3.18, -0.03], [-1.06, 0.67, -0.76], [1.21, -1.40, 0.10]], "orbital_gap_ev": 5.9, "charge": -1, "relative_energy_kcal_mol": 26.9, "total_energy_ev": -21843.067}

{"formula": "C25H26N4O2S", "method": "ωB97M-V/def2-TZVPD", "species": ["C", "C", "H", "H", "S", "C", "C", "C", "C", "C", "C", "H", "H", "C", "N", "N", "C", "C", "C", "C", "C", "N", "C", "O", "N", "H", "C", "H", "C", "C", "O", "C", "H", "H", "H", "H", "H", "H", "H", "H", "H", "H", "C", "C", "C", "C", "C", "C", "H", "H", "H", "H", "H", "H", "H", "H", "H", "H"], "coordinates": [[-2.14, 4.70, 1.86], [-2.98, 4.84, 0.60], [-3.30, 5.87, 0.46], [-3.86, 4.20, 0.62], [-2.03, 4.48, -0.92], [-1.73, 2.74, -0.88], [-0.79, 2.26, -1.80], [-0.48, 0.92, -1.83], [-1.08, 0.03, -0.94], [-2.04, 0.51, -0.06], [-2.37, 1.85, -0.03], [-3.13, 2.18, 0.66], [-2.54, -0.17, 0.61], [-0.69, -1.37, -0.93], [-0.53, -2.06, -2.04], [-0.24, -3.32, -1.69], [-0.24, -3.46, -0.34], [-0.50, -2.22, 0.20], [-0.54, -1.88, 1.60], [-0.08, -0.72, 2.12], [-0.25, -0.43, 3.49], [-0.39, -0.15, 4.59], [0.73, 0.28, 1.35], [1.55, -0.06, 0.52], [0.48, 1.56, 1.69], [-0.14, 1.75, 2.46], [1.25, 2.66, 1.16], [0.56, 3.41, 0.75], [2.14, 3.30, 2.22], [3.16, 2.30, 2.77], [4.00, 2.98, 3.67], [4.96, 2.15, 4.26], [4.49, 1.34, 4.83], [5.62, 1.70, 3.50], [5.55, 2.77, 4.93], [2.64, 1.48, 3.29], [3.75, 1.87, 1.95], [1.54, 3.68, 3.04], [2.68, 4.14, 1.78], [1.85, 2.26, 0.34], [-0.98, -2.62, 2.26], [0.00, -4.38, 0.15], [0.01, -4.29, -2.67], [0.14, -5.63, -2.35], [0.40, -6.55, -3.35], [0.52, -6.14, -4.67], [0.38, -4.80, -4.98], [0.13, -3.87, -3.99], [0.02, -2.82, -4.21], [0.47, -4.47, -6.01], [0.71, -6.86, -5.44], [0.50, -7.60, -3.10], [0.04, -5.98, -1.33], [0.25, 0.54, -2.53], [-0.32, 2.95, -2.47], [-2.73, 4.98, 2.73], [-1.27, 5.35, 1.80], [-1.79, 3.68, 1.98]], "orbital_gap_ev": 7.6, "charge": 0, "relative_energy_kcal_mol": 12.0, "smiles": "CCSc1ccc(-c2nn(-c3ccccc3)cc2/C=C(/C#N)C(=O)NCCCOC)cc1", "total_energy_ev": -47237.065}

{"formula": "C19H21FN2O2S", "method": "ωB97M-V/def2-TZVPD", "species": ["C", "H", "O", "C", "C", "C", "C", "C", "C", "H", "N", "C", "H", "C", "N", "C", "O", "C", "H", "H", "S", "C", "C", "C", "C", "C", "C", "H", "H", "F", "H", "H", "C", "C", "H", "H", "H", "H", "H", "H", "H", "H", "H", "H", "H", "H"], "coordinates": [[1.43, -0.43, 7.60], [2.50, -0.20, 7.57], [0.79, -0.10, 6.40], [1.19, -0.72, 5.25], [2.20, -1.67, 5.17], [2.50, -2.22, 3.94], [1.84, -1.84, 2.79], [0.82, -0.88, 2.85], [0.51, -0.33, 4.10], [-0.28, 0.39, 4.22], [0.12, -0.49, 1.73], [0.25, -1.19, 0.48], [1.16, -0.92, -0.06], [-0.96, -0.91, -0.41], [-1.04, 0.51, -0.71], [-1.73, 1.06, -1.72], [-1.80, 2.26, -1.88], [-2.44, 0.11, -2.67], [-3.10, 0.68, -3.32], [-3.01, -0.65, -2.13], [-1.29, -0.83, -3.74], [-0.87, 0.30, -5.04], [-1.04, 1.67, -4.96], [-0.68, 2.47, -6.03], [-0.15, 1.89, -7.16], [0.04, 0.52, -7.26], [-0.33, -0.28, -6.19], [-0.20, -1.35, -6.24], [0.46, 0.09, -8.15], [0.20, 2.67, -8.20], [-0.81, 3.54, -5.98], [-1.43, 2.14, -4.07], [-0.40, 1.38, 0.26], [-0.53, 0.80, 1.66], [-0.06, 1.49, 2.37], [-1.60, 0.72, 1.92], [-0.88, 2.36, 0.19], [0.66, 1.50, 0.00], [-1.88, -1.24, 0.11], [-0.86, -1.48, -1.33], [0.27, -2.27, 0.68], [2.12, -2.28, 1.85], [3.28, -2.96, 3.87], [2.75, -1.99, 6.04], [1.30, -1.49, 7.84], [0.96, 0.17, 8.37]], "orbital_gap_ev": 8.3, "charge": 0, "relative_energy_kcal_mol": 21.5, "smiles": "COc1cccc(N2CCN(C(=O)CSc3ccc(F)cc3)CC2)c1", "total_energy_ev": -40671.668}

{"formula": "C4H9NO", "method": "ωB97M-V/def2-TZVPD", "species": ["C", "C", "C", "C", "N", "O", "H", "H", "H", "H", "H", "H", "H", "H", "H"], "coordinates": [[-0.93, -0.76, -1.60], [0.13, 0.15, -1.67], [0.05, 1.42, -1.00], [0.23, 1.47, 0.38], [0.19, 2.77, 0.99], [0.40, 0.49, 1.13], [-0.88, -1.74, -2.07], [-1.92, -0.41, -1.36], [-0.09, -0.65, -0.64], [1.09, -0.03, -2.15], [0.13, -5.57, 3.88], [0.25, -5.49, 3.17], [-0.02, 2.34, -1.56], [0.84, 3.44, 0.60], [0.53, 2.57, 1.93]], "orbital_gap_ev": 6.9, "charge": 0, "relative_energy_kcal_mol": 127.3, "total_energy_ev": -7826.800}

{"formula": "CH5O2P", "method": "ωB97M-V/def2-TZVPD", "species": ["C", "O", "O", "P", "H", "H", "H", "H", "H"], "coordinates": [[-1.13, -0.24, -0.63], [1.70, -0.45, 1.98], [-0.32, -0.59, 0.47], [1.13, 0.03, 0.74], [-1.61, -1.15, -0.99], [-0.55, 0.21, -1.43], [-1.90, 0.46, -0.30], [1.83, -0.24, -0.44], [0.87, 1.96, 0.59]], "orbital_gap_ev": 10.8, "charge": 0, "relative_energy_kcal_mol": 23.0, "total_energy_ev": -14500.737}

{"formula": "C43H65F3N22PS", "method": "ωB97M-V/def2-TZVPD", "species": ["F", "C", "F", "F", "N", "P", "S", "H", "H", "C", "C", "N", "H", "H", "H", "C", "C", "N", "H", "H", "H", "C", "C", "N", "H", "H", "H", "C", "C", "N", "H", "H", "H", "C", "C", "N", "H", "H", "H", "C", "C", "N", "H", "H", "H", "C", "C", "N", "H", "H", "H", "C", "C", "N", "H", "H", "H", "C", "C", "N", "H", "H", "H", "C", "C", "N", "H", "H", "H", "C", "C", "N", "H", "H", "H", "C", "C", "N", "H", "H", "H", "C", "C", "N", "H", "H", "H", "C", "C", "N", "H", "H", "H", "C", "C", "N", "H", "H", "H", "C", "C", "N", "H", "H", "H", "C", "C", "N", "H", "H", "H", "C", "C", "N", "H", "H", "H", "C", "C", "N", "H", "H", "H", "C", "C", "N", "H", "H", "H", "C", "C", "N", "H", "H", "H"], "coordinates": [[-3.83, 3.10, 0.35], [-2.99, 2.01, 0.69], [-3.89, 0.98, 1.09], [-2.19, 2.34, 1.79], [-2.33, 1.59, -0.49], [-0.61, 1.61, -0.34], [0.15, 1.99, -2.13], [-0.13, 0.31, 0.01], [-0.09, 2.61, 0.52], [0.31, 4.31, -6.06], [0.76, 2.97, -5.60], [1.12, 1.92, -5.24], [-0.08, 4.87, -5.22], [1.15, 4.85, -6.49], [-0.46, 4.20, -6.81], [-3.92, -0.14, 4.17], [-3.48, -1.46, 4.66], [-3.16, -2.50, 5.07], [-4.28, 0.47, 5.00], [-3.09, 0.38, 3.69], [-4.73, -0.26, 3.44], [4.43, 4.03, -5.04], [3.50, 5.20, -5.09], [2.78, 6.11, -5.12], [5.45, 4.37, -5.21], [4.37, 3.55, -4.06], [4.15, 3.31, -5.80], [7.97, 3.00, -2.34], [6.78, 2.34, -2.94], [5.85, 1.83, -3.40], [8.20, 3.92, -2.88], [7.78, 3.23, -1.30], [8.83, 2.33, -2.41], [-1.74, 4.05, -10.45], [-0.86, 4.78, -9.51], [-0.18, 5.36, -8.77], [-1.15, 3.64, -11.27], [-2.25, 3.24, -9.93], [-2.49, 4.73, -10.86], [-6.77, 2.40, 3.41], [-6.63, 2.65, 4.87], [-6.52, 2.85, 6.01], [-6.85, 3.35, 2.88], [-5.90, 1.86, 3.04], [-7.66, 1.81, 3.22], [4.76, 5.58, -8.76], [5.99, 5.21, -8.03], [6.97, 4.92, -7.46], [5.00, 5.86, -9.79], [4.07, 4.74, -8.78], [4.27, 6.42, -8.27], [-0.29, 4.75, 3.69], [0.82, 3.84, 3.30], [1.68, 3.13, 2.99], [-1.25, 4.32, 3.40], [-0.28, 4.90, 4.77], [-0.17, 5.72, 3.20], [8.10, -1.47, -1.34], [8.50, -0.12, -0.87], [8.81, 0.93, -0.50], [8.77, -1.81, -2.12], [8.13, -2.18, -0.51], [7.08, -1.44, -1.74], [-0.29, 8.67, -10.83], [-1.48, 8.01, -11.44], [-2.40, 7.50, -11.92], [-0.07, 9.60, -11.36], [-0.49, 8.90, -9.78], [0.57, 8.01, -10.89], [-1.25, -5.15, 4.28], [-1.32, -6.12, 3.16], [-1.36, -6.88, 2.28], [-1.02, -5.67, 5.21], [-0.47, -4.41, 4.09], [-2.21, -4.64, 4.38], [-7.71, 1.26, 8.55], [-9.10, 0.81, 8.86], [-10.18, 0.46, 9.10], [-7.72, 2.30, 8.23], [-7.09, 1.16, 9.44], [-7.30, 0.65, 7.75], [1.03, -9.05, 2.35], [2.26, -9.42, 3.09], [3.23, -9.71, 3.67], [1.27, -8.83, 1.31], [0.32, -9.87, 2.38], [0.58, -8.17, 2.81], [-2.58, -11.36, 1.79], [-1.54, -10.81, 0.89], [-0.73, -10.38, 0.18], [-2.13, -12.04, 2.51], [-3.07, -10.55, 2.33], [-3.33, -11.90, 1.21], [-2.33, 7.85, -5.44], [-2.29, 6.37, -5.59], [-2.26, 5.21, -5.70], [-2.21, 8.31, -6.42], [-3.28, 8.15, -5.01], [-1.51, 8.17, -4.79], [1.34, -8.59, -2.04], [2.26, -7.84, -1.15], [2.98, -7.25, -0.45], [1.91, -9.07, -2.84], [0.82, -9.36, -1.47], [0.61, -7.91, -2.48], [-6.85, 5.06, -1.28], [-6.73, 5.32, 0.18], [-6.63, 5.52, 1.31], [-6.92, 6.01, -1.82], [-5.97, 4.52, -1.63], [-7.74, 4.47, -1.48], [3.47, -9.43, 7.18], [3.59, -9.16, 8.64], [3.69, -8.95, 9.77], [3.41, -8.49, 6.63], [4.34, -9.99, 6.83], [2.57, -10.01, 6.98], [-6.33, -3.98, 6.36], [-6.70, -2.55, 6.25], [-7.00, -1.43, 6.15], [-6.04, -4.37, 5.38], [-5.49, -4.09, 7.05], [-7.17, -4.56, 6.74], [9.40, -0.60, 3.20], [8.26, -1.21, 2.46], [7.36, -1.68, 1.89], [10.17, -1.35, 3.36], [9.81, 0.22, 2.62], [9.06, -0.23, 4.17], [1.28, -2.63, 6.74], [1.27, -4.11, 6.69], [1.26, -5.27, 6.65], [1.39, -2.22, 5.73], [0.35, -2.27, 7.17], [2.12, -2.29, 7.35]], "orbital_gap_ev": 5.7, "charge": -1, "total_energy_ev": -106699.470}